The following is a DFT calculation (wB97M-V/def2-TZVPD) of the molecule C3H5FO at a distorted geometry.

XYZ file:
```
10
C3H5FO (wB97M-V/def2-TZVPD)
C -0.6710 0.2448 -0.9108
C 0.0737 -0.3822 0.1660
C 0.0256 -0.3582 1.5107
H 1.4027 0.7755 -1.0301
H -1.0903 -0.4436 -1.6427
H -1.7315 0.8200 -0.6464
H 0.9113 -0.9402 2.0719
H -0.5252 0.2548 2.1446
O 0.3113 1.1363 -1.4147
F 1.2934 -1.1072 -0.2485
```

Summary:
HOMO: -10.0487 eV
net charge: 0
energy above the lowest of the compared OMol25 structures with the same formula, charge and spin: 2.788 eV
structure (SMILES): C=C(F)CO
multiplicity: 1
F_max: 5.841 eV/Å
frontier orbital gap: 0.40010 hartree

Need the Löwdin charges? In units of e they are: -0.257, -0.299, 0.079, 0.256, 0.107, 0.183, 0.124, 0.034, -0.146, -0.081

The following is a DFT calculation (wB97M-V/def2-TZVPD) of the molecule C5H9P at a distorted geometry.

XYZ file:
```
15
C5H9P (wB97M-V/def2-TZVPD)
C 2.1889 0.6082 -0.0695
C 0.9962 1.4432 -0.0562
C -0.2185 0.6159 -0.3361
C -0.1998 -0.5946 0.4716
C -1.0149 -1.7747 -0.2072
P 2.2272 -1.0305 0.1913
H 3.1636 1.1018 0.0151
H 0.8788 1.9631 0.9998
H 1.0331 2.3459 -0.8041
H -1.1138 1.1280 0.0093
H -0.2688 0.2370 -1.3735
H -0.2419 -0.7733 1.5657
H -0.3797 -2.2227 -0.9879
H -1.7942 -1.2993 -0.8345
H -1.4795 -2.4713 0.4908
```

Summary:
HOMO: -7.9545 eV
net charge: 0
energy above the lowest of the compared OMol25 structures with the same formula, charge and spin: 1.640 eV
multiplicity: 1
F_max: 5.492 eV/Å
frontier orbital gap: 0.31228 hartree

Need the Löwdin charges? In units of e they are: -0.604, -0.338, -0.330, -0.316, -0.137, 0.897, 0.026, 0.151, 0.137, 0.122, 0.126, 0.089, 0.055, 0.063, 0.060

The following is a DFT calculation (wB97M-V/def2-TZVPD) of a structure of composition C38H37CoF5N5SSe.

XYZ file:
```
88
C38H37CoF5N5SSe (wB97M-V/def2-TZVPD)
Co 1.5592 -1.4469 1.3636
C 2.8385 1.6952 0.5897
C 2.0606 1.5624 1.8619
C 1.6778 2.6896 2.5894
C 0.9754 2.5480 3.7655
C 0.7392 1.2701 4.2574
C 1.1812 0.1967 3.5225
N 1.7717 0.3329 2.3009
C 1.2173 -1.2043 4.0419
C 0.9097 -1.6757 5.3019
C 1.2215 -3.0052 5.5771
C 1.8907 -3.7931 4.6508
C 2.1712 -3.2469 3.4068
N 1.7541 -2.0202 3.1436
C 3.0070 -3.8147 2.3061
C 3.5308 -5.0851 2.3441
C 4.3755 -5.4751 1.3097
C 4.6725 -4.5753 0.3113
C 4.1038 -3.2983 0.3421
C 4.4229 -2.2865 -0.7185
N 3.2800 -2.9377 1.3181
H 3.2551 2.6976 0.5067
H 2.2078 1.5074 -0.2807
H 3.6508 0.9685 0.5685
H 1.9368 3.6705 2.2133
H 0.6448 3.4182 4.3176
H 0.2438 1.1150 5.2056
H 0.4622 -1.0416 6.0539
H 0.9721 -3.4190 6.5450
H 2.1945 -4.7990 4.9016
H 3.2911 -5.7626 3.1519
H 4.7938 -6.4731 1.2932
H 5.3319 -4.8461 -0.5025
H 5.4373 -1.9063 -0.5795
H 3.7253 -1.4515 -0.6709
H 4.3693 -2.7334 -1.7115
F 0.1975 -5.5774 -3.8989
C 0.3685 -4.4858 -3.1587
C 0.9453 -4.5586 -1.8983
F 1.3285 -5.7474 -1.4226
C 1.1087 -3.3964 -1.2104
F 0.6130 -3.0190 1.0183
C 0.7244 -2.1508 -1.6470
S 0.9364 -0.6876 -0.7152
C 0.1459 -2.1044 -2.9154
F -0.2556 -0.9351 -3.4441
C -0.0322 -3.2532 -3.6613
F -0.5889 -3.1871 -4.8725
C -4.6518 -0.7124 0.8693
C -4.8857 0.3199 -0.2293
C -4.5820 -0.2142 -1.6275
C -3.0965 -0.4048 -1.9095
N -2.4079 0.8806 -2.0882
C -1.5679 1.4772 -1.2256
Se -1.1358 0.8563 0.4724
N -1.1250 2.6220 -1.7881
C -0.0967 3.5181 -1.2523
C -0.6668 4.8584 -0.8060
C -1.4502 4.7780 0.5181
C -1.0090 5.8340 1.5256
C -1.6776 2.7486 -3.0597
C -1.5150 3.7158 -4.0438
C -2.2093 3.5225 -5.2232
C -3.0334 2.4032 -5.4149
C -3.1869 1.4418 -4.4340
C -2.4879 1.6419 -3.2506
H -4.9534 -0.3224 1.8420
H -3.5995 -0.9941 0.9448
H -5.2321 -1.6183 0.6794
H -4.2788 1.2111 -0.0368
H -5.9273 0.6460 -0.2032
H -5.0000 0.4566 -2.3825
H -5.0685 -1.1843 -1.7618
H -2.9397 -0.9733 -2.8241
H -2.5931 -0.9294 -1.0991
H 0.6627 3.6410 -2.0259
H 0.3546 2.9976 -0.4083
H -1.2998 5.2640 -1.5980
H 0.1739 5.5506 -0.7051
H -1.3243 3.7832 0.9541
H -2.5186 4.8927 0.3269
H 0.0435 5.7037 1.7943
H -1.5995 5.7846 2.4410
H -1.1179 6.8402 1.1160
H -0.8753 4.5762 -3.9017
H -2.1141 4.2499 -6.0178
H -3.5588 2.2894 -6.3533
H -3.8167 0.5761 -4.5859
```

Summary:
<S²>: 3.79
HOMO (spin up / spin down): -9.7431 / -10.2904 eV
net charge: +1
energy above the lowest of the compared OMol25 structures with the same formula, charge and spin: 0.093 eV
multiplicity: 4
F_max: 0.521 eV/Å
frontier orbital gap (spin up / spin down): 0.24600 / 0.22524 hartree

Need the Löwdin charges? In units of e they are: 0.394, -0.038, -0.318, -0.014, -0.019, 0.009, -0.167, 0.072, -0.159, 0.024, -0.013, 0.033, -0.153, 0.043, -0.186, 0.009, -0.026, -0.003, -0.297, -0.018, 0.126, 0.090, 0.022, 0.087, 0.118, 0.123, 0.120, 0.118, 0.121, 0.119, 0.115, 0.119, 0.123, 0.092, 0.038, 0.090, 0.138, -0.135, -0.211, 0.105, 0.089, -0.393, -0.525, 0.745, -0.236, 0.076, -0.140, 0.124, -0.112, -0.258, -0.177, -0.137, 0.000, -0.614, 0.801, 0.007, -0.142, -0.170, -0.251, -0.108, -0.135, 0.005, -0.061, -0.059, 0.010, -0.140, 0.074, 0.036, 0.079, 0.089, 0.110, 0.109, 0.123, 0.126, 0.091, 0.135, 0.069, 0.108, 0.117, 0.059, 0.111, 0.063, 0.073, 0.079, 0.116, 0.111, 0.112, 0.120

The following is a DFT calculation (wB97M-V/def2-TZVPD) of a structure of composition C24H39N11NaOSSbSi3.

XYZ file:
```
81
C24H39N11NaOSSbSi3 (wB97M-V/def2-TZVPD)
Na -1.3081 -1.5222 -0.0696
N -3.2800 -2.3698 -3.0158
C -3.1988 -1.0042 -2.7521
N -3.8342 -0.1176 -3.5129
N -3.5650 1.0642 -2.9285
N -2.8114 0.8854 -1.8926
N -2.5524 -0.4350 -1.7391
C -2.2824 -3.2931 -2.7009
N -1.9875 -4.2981 -3.5200
N -1.0221 -4.9768 -2.8696
N -0.7602 -4.3987 -1.7415
N -1.5599 -3.3195 -1.5866
H -3.6830 -2.5498 -3.9218
C 1.9576 -0.5084 -6.0317
Si 0.9931 -1.5429 -4.7767
C -0.7791 -1.6233 -5.3696
C 1.7341 -3.2649 -4.7375
Sb 1.0812 -0.5964 -2.4015
Si 3.6140 -0.6389 -2.0748
C 4.7062 -0.3444 -3.5877
C 4.0533 -2.3382 -1.4091
C 4.0730 0.6424 -0.7758
Si 0.7988 1.8579 -3.0705
C -0.5402 2.0561 -4.3652
C 0.3021 2.7919 -1.5240
C 2.3679 2.6424 -3.7794
H 1.8964 -1.0026 -7.0075
H 3.0095 -0.3969 -5.7708
H 1.5262 0.4889 -6.1376
H -0.7940 -1.6831 -6.4633
H -1.3722 -0.7577 -5.0673
H -1.2578 -2.5200 -4.9719
H 1.6750 -3.7240 -5.7296
H 1.1802 -3.8985 -4.0398
H 2.7840 -3.2438 -4.4334
H 4.5873 -1.1483 -4.3170
H 5.7537 -0.3344 -3.2673
H 4.4908 0.6030 -4.0835
H 3.7324 -3.1278 -2.0921
H 3.5594 -2.4970 -0.4490
H 5.1349 -2.4283 -1.2618
H 3.7988 1.6544 -1.0801
H 5.1517 0.6239 -0.5869
H 3.5623 0.4090 0.1602
H -1.5026 1.6903 -4.0016
H -0.2962 1.5349 -5.2930
H -0.6554 3.1208 -4.5965
H -0.6671 2.4171 -1.1844
H 0.2068 3.8630 -1.7293
H 1.0306 2.6563 -0.7209
H 2.6740 2.1435 -4.7015
H 3.2060 2.6063 -3.0814
H 2.1670 3.6935 -4.0132
N 2.0500 -1.4702 2.7977
C 2.4283 -1.5986 4.0810
C 3.8060 -1.6431 4.0856
C 4.1583 -1.5302 2.7280
N 3.0857 -1.4290 1.9559
H 1.0867 -1.4070 2.4654
H 1.7014 -1.6485 4.8739
H 4.4542 -1.7428 4.9392
H 5.1396 -1.5208 2.2793
C -3.3823 0.6079 8.8377
C -2.4428 0.2831 9.9678
O -2.6796 0.5385 11.1233
S -0.9003 -0.5302 9.5887
C -0.9239 -0.6971 7.8242
C -1.4758 -1.8301 7.2311
C -1.5161 -1.9504 5.8542
C -0.9996 -0.9448 5.0199
C -0.4275 0.1808 5.6371
C -0.3869 0.3005 7.0140
C -1.0357 -1.0697 3.6023
C -1.0662 -1.1537 2.3739
H -4.2631 1.0895 9.2555
H -3.6611 -0.2977 8.2992
H -2.8969 1.2625 8.1140
H -1.8801 -2.6156 7.8585
H -1.9462 -2.8297 5.3937
H -0.0143 0.9575 5.0071
H 0.0585 1.1758 7.4717
```

Summary:
HOMO: -2.4666 eV
net charge: -2
energy above the lowest of the compared OMol25 structures with the same formula, charge and spin: 0.000 eV
multiplicity: 1
F_max: 0.146 eV/Å
frontier orbital gap: 0.21992 hartree

Need the Löwdin charges? In units of e they are: 0.162, 0.110, -0.522, -0.005, -0.146, -0.113, -0.024, -0.534, -0.016, -0.144, -0.120, -0.029, 0.111, -0.228, 0.271, -0.214, -0.229, 0.890, 0.250, -0.236, -0.239, -0.236, 0.261, -0.222, -0.240, -0.234, 0.024, -0.004, 0.004, 0.030, 0.010, -0.002, 0.026, 0.009, 0.006, 0.011, 0.021, 0.004, 0.014, 0.005, 0.023, 0.003, 0.023, 0.002, -0.006, 0.006, 0.029, 0.008, 0.022, 0.017, 0.006, 0.002, 0.022, -0.002, -0.118, -0.101, -0.192, 0.033, 0.073, 0.100, 0.074, 0.090, -0.051, -0.754, -0.025, 1.002, -0.589, -0.119, -0.032, -0.285, -0.043, -0.116, -0.235, -0.034, 0.081, 0.083, 0.084, 0.102, 0.115, 0.118, 0.102